1.
C31H48FN11O3P | ωB97M-V/def2-TZVPD

## Properties
HOMO = -1.812 eV
Multiplicity = 1
Total charge = -1
HOMO-LUMO gap = 3.90 eV

Geometry as XYZ:
```
95
Properties=species:S:1:pos:R:3:forces:R:3
C -0.091 1.358 1.685 0.101 0.788 0.758
C -1.681 7.559 -6.580 0.141 0.303 0.108
C -4.837 -0.371 0.211 -2.107 -0.207 1.818
N -3.399 -0.258 6.105 -0.166 0.113 -0.235
C 6.402 1.426 4.346 0.023 -0.059 -0.016
H -6.970 -1.988 -2.151 0.160 -0.151 0.091
H 2.120 1.395 1.929 -1.093 0.075 1.239
C 2.516 1.913 -3.067 -0.062 0.204 -0.400
H -2.377 2.713 -4.414 0.341 0.033 0.115
C -0.596 3.819 -4.751 -0.082 -0.090 0.036
C 1.126 -2.633 5.475 0.241 -0.053 0.247
C 3.107 1.483 -1.802 -0.134 0.069 -0.070
H 0.476 -2.778 -0.713 0.642 0.219 1.206
H 1.744 2.669 -2.913 0.030 -0.240 0.248
C -2.716 -7.155 -2.587 -0.061 0.052 0.055
H -4.566 -2.538 -0.017 -0.485 0.707 1.441
C -3.860 0.080 5.107 -0.003 -0.014 -0.029
C 6.325 3.086 -3.045 -0.064 -0.070 -0.043
H 1.883 -7.279 -1.405 -0.133 0.076 0.168
H -1.967 2.937 -6.110 0.183 0.148 0.072
N 3.684 -0.272 6.350 -0.016 0.300 0.030
H -3.698 0.942 3.169 0.046 -0.108 0.098
C -3.010 1.020 -0.333 1.631 3.315 0.710
H -4.435 -2.014 1.755 -0.663 0.338 -1.153
N -5.150 -4.550 -1.682 -0.211 0.147 -0.148
H 2.051 1.080 -3.597 -0.025 -0.045 0.317
N 5.508 2.129 4.182 0.369 -0.112 0.013
H -3.171 -6.116 -0.792 -0.041 -0.037 -0.274
O -5.693 0.463 0.528 2.578 -1.554 -1.406
H -0.222 2.406 1.240 0.458 -1.265 0.674
H -0.988 1.201 2.382 1.103 0.096 -1.238
H 2.819 2.542 5.143 0.125 -0.273 0.011
H 7.317 -0.483 4.208 -0.191 0.166 -0.016
H 1.148 1.983 3.454 0.254 -0.988 -0.905
C -5.009 -1.858 0.794 0.642 0.081 -2.060
H -0.633 7.638 -6.875 -0.106 -0.223 -0.027
H 1.914 -1.900 5.662 -0.136 0.028 -0.157
H -2.621 4.276 -5.181 0.235 -0.067 0.075
H 1.813 -0.608 -0.932 -0.598 -0.410 1.373
N 0.262 -5.499 0.676 0.201 -0.342 -0.309
H -6.119 -2.108 0.875 1.548 0.591 0.169
C -4.449 0.511 3.836 -0.013 0.132 -0.249
H 2.477 2.626 6.867 0.015 -0.294 0.021
C -1.951 3.419 -5.131 -0.348 -0.353 0.212
H 1.614 -3.587 5.266 -0.141 0.080 -0.182
C -2.253 6.271 -6.975 0.029 0.072 -0.091
H 8.425 0.871 4.017 -0.195 0.128 -0.027
C 0.887 -5.811 -0.239 0.023 0.032 0.118
N -2.701 5.259 -7.285 0.056 0.531 -0.165
H 1.318 0.150 2.980 -0.342 1.600 -0.226
H -1.726 7.703 -5.499 -0.059 -0.214 -0.079
O -3.743 -0.163 -0.654 -0.974 0.959 1.990
H 2.205 -0.647 0.842 -1.135 -0.078 -0.896
C -0.551 0.853 -1.386 0.100 1.399 0.050
N 3.560 1.140 -0.802 0.261 0.314 -0.248
H 5.879 4.121 -1.246 -0.060 -0.163 -0.188
C 1.387 -0.897 0.089 1.267 -0.160 -0.513
H 4.116 2.877 6.281 0.017 -0.267 -0.055
H -4.913 -0.323 3.306 0.100 -0.008 0.182
N -3.031 -7.646 -3.578 0.120 0.093 0.252
H 1.169 -5.969 -2.337 -0.099 0.077 0.181
F -0.582 -0.293 -2.328 -0.295 0.179 0.799
H 7.210 2.977 -1.119 -0.126 -0.090 -0.193
H -1.608 -5.713 -1.488 -0.138 -0.082 -0.131
H 2.645 -5.693 -1.422 -0.163 0.088 0.166
H -1.831 -7.248 -0.658 -0.031 -0.052 -0.212
C 3.210 2.289 6.131 -0.209 0.417 0.092
C -5.814 -3.769 -2.200 -0.010 0.028 -0.036
H 2.232 -2.920 -0.216 -1.272 0.444 0.485
H 7.446 4.514 -1.944 -0.074 -0.107 -0.203
O -3.065 1.638 0.741 -0.677 -2.507 -2.413
N 0.468 4.133 -4.449 -0.287 0.106 -0.198
H -7.562 -3.212 -3.269 0.148 -0.148 0.112
H -5.221 1.268 3.988 0.098 -0.082 0.164
P -0.215 0.075 0.302 -1.210 -1.755 0.097
H 0.566 -2.752 6.405 -0.139 0.080 -0.187
C 3.474 0.855 6.253 -0.018 0.084 -0.063
H -1.955 2.677 -1.515 -0.111 -1.553 0.722
C 7.538 0.528 4.555 0.255 -0.232 0.033
H 7.805 0.458 5.611 -0.196 0.125 -0.052
C 1.211 1.228 2.610 0.088 -0.269 -1.459
H -6.130 -2.271 -3.671 0.135 -0.152 0.138
C 6.734 3.702 -1.782 0.082 0.162 0.306
N -0.424 -1.895 3.504 0.109 -0.104 0.313
C 0.257 -2.219 4.372 0.013 -0.053 0.045
C -1.988 1.538 -1.461 -0.927 -1.637 -0.796
C -6.657 -2.765 -2.852 -0.187 0.237 -0.157
H -2.213 8.393 -7.042 -0.085 -0.220 -0.051
C -2.314 -6.531 -1.325 0.074 0.081 0.281
C 1.682 -6.206 -1.403 0.181 -0.065 -0.255
H 3.266 2.346 -3.733 0.161 -0.095 0.219
N 6.000 2.599 -4.035 0.181 0.215 0.323
H 0.944 -2.909 1.118 0.094 0.609 -1.452
C 1.215 -2.486 0.097 0.438 0.515 -0.357
H -2.448 1.195 -2.458 0.800 0.406 1.250
```
Positions in Å, forces in eV/Å.



2.
C26H51O10P | ωB97M-V/def2-TZVPD

## Properties
HOMO = -8.558 eV
Multiplicity = 1
SMILES = O=C(CP)c1ccccc1.COCCOCCOC.COCCOCCOC.COCCOCCOC
HOMO-LUMO gap = 9.04 eV
Energy above the lowest of the compared OMol25 structures with the same formula, charge and spin = 16.5 kcal/mol

Geometry as XYZ:
```
88
Properties=species:S:1:pos:R:3:forces:R:3
H -3.347 -1.876 0.483 0.183 -0.119 0.080
H -8.908 -1.820 5.891 -0.101 0.072 -0.066
O 6.763 0.765 -5.076 -0.064 0.049 -0.053
H 7.644 1.419 -6.845 -0.136 0.185 -0.028
C -6.354 -0.988 5.615 0.045 -0.218 0.268
H 5.089 1.977 -5.323 0.014 0.047 -0.217
O -1.333 0.701 1.339 -0.034 -0.029 -0.059
H -3.750 -0.126 10.625 0.138 -0.004 0.002
H -2.974 -0.440 9.038 0.045 0.054 0.071
H 2.188 -4.872 -3.918 0.002 0.108 0.134
C 4.069 -4.518 -1.955 -0.798 -0.404 -0.155
O 4.222 -5.677 -2.297 0.304 0.895 0.169
C 2.681 -3.892 -2.083 1.544 -0.041 0.481
H 5.891 4.308 -4.084 0.060 0.062 0.046
H -6.761 1.119 7.477 0.061 -0.164 0.140
H 5.516 -0.567 -6.968 0.000 -0.002 0.025
H -2.258 2.849 2.534 0.020 -0.006 -0.009
H -3.221 0.140 2.012 -0.110 0.053 -0.198
C -3.221 -0.382 -1.976 -0.238 0.043 0.138
C 1.026 -2.372 -1.145 -0.643 -0.762 -1.080
H 6.244 1.423 -9.714 -0.064 0.039 0.022
C 7.735 3.014 -5.379 -0.052 0.087 -0.335
H -4.390 -0.412 5.073 -0.053 0.062 -0.040
H 4.920 0.253 -9.509 0.064 -0.107 -0.061
H -5.309 1.833 9.456 0.097 0.200 -0.073
H -5.841 2.601 7.289 0.083 -0.004 -0.036
C -1.691 1.916 0.689 0.155 0.046 0.030
H -0.804 -2.236 -2.334 0.472 -0.230 -0.008
O -5.145 1.092 6.166 -0.040 -0.053 0.045
H 4.811 -2.750 -0.922 0.116 -0.060 -0.277
C -5.750 1.516 7.383 0.027 0.171 -0.068
H -2.093 1.726 -0.306 -0.210 0.022 0.062
C 5.400 0.939 -5.447 -0.012 -0.121 0.138
H -8.747 -0.034 5.953 -0.040 -0.044 -0.077
H -9.084 -0.949 7.432 0.047 -0.068 0.014
H 3.968 0.323 -6.918 -0.014 -0.198 0.127
P 6.489 -3.150 -2.597 1.787 0.245 1.155
H -0.749 2.453 0.556 0.024 -0.039 0.083
H 7.747 3.098 -4.286 -0.027 -0.016 0.001
H 0.010 -3.829 -4.051 -0.103 0.198 0.217
H 8.642 3.486 -5.779 0.135 -0.096 0.151
H 8.696 1.129 -5.475 -0.033 0.005 0.087
O 5.496 1.322 -7.831 0.295 -0.099 0.022
H 5.622 -4.240 -0.536 0.351 0.017 -0.460
C -2.349 -0.278 1.508 0.090 -0.094 0.143
O 6.616 3.693 -5.926 -0.198 -0.121 0.241
H -3.754 0.369 -2.558 -0.067 -0.026 0.047
O -5.024 -0.134 8.991 0.206 -0.090 -0.222
H -3.881 1.507 8.433 -0.009 0.014 -0.018
H 2.899 -2.794 -0.269 -0.102 -0.083 -0.090
C 5.817 0.678 -9.045 -0.108 0.134 0.079
C 5.058 0.419 -6.828 -0.102 0.346 -0.109
H -6.866 -0.420 4.830 0.001 0.024 0.016
O -3.505 -0.162 -0.611 0.321 0.140 -0.249
O -7.172 -1.108 6.768 -0.091 0.321 -0.028
C 0.190 -2.693 -2.248 -0.238 1.148 1.459
C -8.548 -0.972 6.484 0.129 -0.116 0.083
C -5.040 -0.309 5.946 0.123 0.025 -0.147
C 0.632 -3.573 -3.194 -0.463 -0.565 -1.338
H -2.149 -0.273 -2.176 0.008 -0.066 -0.034
H 6.523 -4.029 -3.700 -0.895 0.299 -0.035
H -1.920 -1.021 2.187 0.077 0.010 -0.049
C 6.118 4.706 -5.080 0.064 -0.038 -0.181
H 6.834 5.531 -4.996 -0.039 0.038 0.130
C -2.614 2.804 1.498 -0.282 -0.028 -0.261
C 5.201 -3.669 -1.372 -0.948 -0.449 -0.129
H -4.847 3.719 2.685 -0.006 0.002 0.142
C 2.242 -3.015 -1.108 0.560 0.755 1.011
C 7.729 1.549 -5.765 0.152 -0.106 0.062
H -4.180 2.269 3.506 -0.032 0.106 0.066
H -3.561 -1.378 -2.282 0.111 -0.015 -0.131
H 5.194 5.081 -5.517 0.048 0.005 -0.068
H -3.986 -1.681 9.795 -0.069 0.023 0.028
C 1.874 -4.176 -3.145 -0.182 -0.423 -0.383
C -4.925 1.232 8.622 -0.275 -0.223 0.135
O -3.947 2.324 1.447 0.043 -0.233 0.177
C -2.735 -0.999 0.233 -0.327 0.104 0.177
H -2.606 3.817 1.073 0.212 0.058 0.089
H -4.531 -0.801 6.775 -0.193 -0.056 0.106
H -5.653 2.141 2.534 0.002 0.032 -0.075
H -1.826 -1.338 -0.277 0.008 0.019 0.013
H 4.833 0.348 -4.723 0.059 -0.061 -0.013
H -6.150 -2.000 5.244 0.075 0.072 -0.202
H 6.107 -1.858 -3.026 -0.576 -0.579 -0.440
C -3.869 -0.609 9.649 -0.188 0.022 0.016
H 6.562 -0.109 -8.885 -0.059 -0.071 -0.038
H 0.754 -1.698 -0.339 -0.185 -0.023 -0.251
C -4.687 2.638 2.608 0.045 -0.009 -0.138
```
Positions in Å, forces in eV/Å.